[1]
Entry from the OMol25 dataset: a cluster of 2 separate species, CH7NO2 in total (wB97M-V/def2-TZVPD).

```
! wB97M-V def2-TZVPD RIJCOSX def2/J DEFGRID3
* xyz 0 1
N -0.52 -0.25 -0.29
C 0.72 -0.98 -0.50
O 1.40 -0.65 -1.71
H -0.39 0.69 -0.65
H -1.25 -0.64 -0.88
H 1.36 -0.80 0.36
H 0.46 -2.02 -0.60
H 1.61 0.29 -1.71
O -1.41 1.65 2.19
H -0.45 1.70 2.32
H -1.53 1.02 1.47
*
```

Output
- Energy relative to the best compared isomer or geometry (same formula, charge and spin): 0.3 kcal/mol
- HOMO-LUMO gap: 11.082 eV
- SMILES string: NCO.O
- Molar mass: 65.1 g mol⁻¹
- Energy: -247.51891 a.u.

***

[2]
Entry from the OMol25 dataset: a cluster of 2 separate species, C4H9IN2 in total (wB97M-V/def2-TZVPD).

```
! wB97M-V def2-TZVPD RIJCOSX def2/J DEFGRID3
* xyz 0 1
C -2.50 2.53 0.16
C -2.41 1.32 -0.35
C 0.99 -1.06 -0.38
C 1.65 -2.14 -1.18
N 1.12 0.19 1.55
N 1.49 -0.96 0.82
I -3.84 -0.10 0.14
H -3.23 2.98 0.91
H -1.88 3.38 -0.01
H -1.56 1.05 -1.06
H 1.18 -2.18 -2.25
H 1.65 -3.17 -0.70
H 2.72 -1.81 -1.40
H 1.83 0.93 1.76
H 0.52 0.58 0.82
H 2.28 -1.53 1.17
*
```

Output
- Energy relative to the best compared isomer or geometry (same formula, charge and spin): 55.5 kcal/mol
- HOMO-LUMO gap: 9.223 eV
- Molar mass: 212.0 g mol⁻¹
- Energy: -564.84278 a.u.

***

[3]
Entry from the OMol25 dataset: the ion C4H7N2 with charge +1 (wB97M-V/def2-TZVPD).

```
! wB97M-V def2-TZVPD RIJCOSX def2/J DEFGRID3
* xyz 1 3
C 2.56 0.74 -0.03
C 0.83 -1.25 -0.15
C -1.07 -0.05 -0.12
C 1.59 -0.16 -0.16
N -0.56 -1.22 0.23
N -2.26 0.41 -0.01
H 3.12 0.66 0.90
H 2.78 1.63 -0.54
H 1.08 -2.24 -0.52
H -0.29 0.63 -0.47
H -1.04 -2.06 0.60
H -2.52 1.48 -0.18
H -3.13 0.10 0.39
*
```

Output
- Energy relative to the best compared isomer or geometry (same formula, charge and spin): 50.7 kcal/mol
- Expectation value of S²: 2.01
- HOMO-LUMO gap (spin up / spin down): 5.999 / 7.646 eV
- Molar mass: 83.1 g mol⁻¹
- Energy: -265.64379 a.u.

***

[4]
Entry from the OMol25 dataset: the ion C4H8NO2 with charge -1 (wB97M-V/def2-TZVPD).

```
! wB97M-V def2-TZVPD RIJCOSX def2/J DEFGRID3
* xyz -1 1
N -1.68 -1.47 0.89
C -1.76 -0.50 -0.05
O -2.79 -0.48 -0.81
C -0.57 0.56 -0.04
C 0.87 -0.03 -0.17
C 1.93 0.98 -0.27
O 3.31 0.57 -0.05
H -2.44 -2.07 0.93
H -0.77 -1.86 1.06
H -0.75 1.15 -0.89
H -0.75 1.20 0.80
H 1.19 -0.73 0.62
H 0.83 -0.66 -1.06
H 1.71 1.41 -1.37
H 1.69 1.92 0.42
*
```

Output
- Energy relative to the best compared isomer or geometry (same formula, charge and spin): 62.0 kcal/mol
- HOMO-LUMO gap: 6.019 eV
- SMILES string: NC(=O)CCC[O-]
- Molar mass: 102.1 g mol⁻¹
- Energy: -362.42535 a.u.

***

[5]
Entry from the OMol25 dataset: an isolated molecule of C20H24N4O4S (wB97M-V/def2-TZVPD).

```
! wB97M-V def2-TZVPD RIJCOSX def2/J DEFGRID3
* xyz 0 1
C -0.71 -8.23 2.89
O -1.82 -8.12 2.19
C -1.96 -6.81 1.43
C -0.97 -5.80 1.19
C -1.22 -4.52 0.68
C -2.51 -4.23 0.06
N -2.45 -3.20 -0.68
C -1.90 -2.16 -1.10
O -0.71 -1.96 -0.38
C -2.51 -1.17 -1.86
O -3.81 -1.22 -2.09
N -1.99 -0.04 -2.13
C -2.34 1.18 -2.72
C -2.00 2.39 -1.75
N -0.50 2.30 -1.51
C -0.32 3.03 0.03
C 1.04 2.66 0.44
N 2.30 2.92 -0.73
C 2.97 3.90 -0.52
O 3.63 4.36 -1.57
C 3.19 4.52 0.91
C 2.10 5.46 1.55
C 2.59 5.90 2.71
C 4.08 5.53 2.93
S 4.71 4.63 1.50
C 1.86 2.41 -1.84
C 0.45 2.74 -2.54
C -3.25 -5.41 0.03
C -3.04 -6.53 0.76
H -0.84 -9.34 3.27
H 0.28 -8.30 2.15
H -0.43 -7.70 3.61
H 0.05 -5.96 1.93
H -0.33 -3.74 0.75
H -3.42 -3.26 -1.14
H -1.10 -0.09 -1.68
H -3.28 0.87 -2.89
H -1.88 1.15 -3.75
H -2.47 2.34 -0.98
H -2.31 3.13 -2.47
H -1.00 2.48 0.70
H -0.54 4.09 -0.26
H 1.27 3.17 1.48
H 1.19 1.58 0.33
H 1.12 5.54 1.12
H 2.04 6.54 3.26
H 4.62 5.84 3.74
H 2.56 3.03 -2.55
H 1.73 1.41 -1.92
H -0.02 2.45 -3.20
H 0.26 3.93 -2.49
H -4.15 -5.22 -0.26
H -3.93 -7.34 0.81
*
```

Output
- Energy relative to the best compared isomer or geometry (same formula, charge and spin): 485.4 kcal/mol
- HOMO-LUMO gap: 7.457 eV
- SMILES string: COc1ccc(NC(=O)C(=O)NCCN2CCN(C(=O)c3cccs3)CC2)cc1
- Molar mass: 416.5 g mol⁻¹
- Energy: -1694.02775 a.u.

***

[6]
Entry from the OMol25 dataset: a structure of composition C22H35F2N5O6P2Ru (wB97M-V/def2-TZVPD).

```
! wB97M-V def2-TZVPD RIJCOSX def2/J DEFGRID3
* xyz 1 2
Ru 0.05 0.23 -0.28
C 1.86 0.03 2.48
N 2.90 -0.86 1.98
C 2.88 -2.17 2.60
P 3.26 -0.69 0.36
O 2.44 0.30 -0.36
O 3.07 -2.21 -0.29
P 1.62 -2.79 -0.76
O 0.51 -2.08 -0.09
N 1.71 -4.39 -0.37
C 2.89 -5.09 0.06
C 0.45 -5.07 -0.16
N 1.59 -2.66 -2.42
C 1.10 -1.41 -2.98
C 2.73 -3.22 -3.13
N 4.86 -0.37 0.20
C 5.88 -1.15 0.87
C 5.30 0.30 -1.01
H 1.99 0.14 3.56
H 0.85 -0.37 2.29
H 1.96 1.01 2.01
H 3.12 -2.06 3.66
H 3.61 -2.81 2.13
H 1.89 -2.63 2.52
H 3.77 -4.47 -0.11
H 3.00 -6.02 -0.51
H 2.83 -5.35 1.12
H -0.36 -4.44 -0.51
H 0.29 -5.29 0.90
H 0.44 -6.02 -0.71
H 0.12 -1.18 -2.55
H 0.97 -1.54 -4.06
H 1.78 -0.57 -2.81
H 2.99 -4.17 -2.66
H 3.60 -2.56 -3.11
H 2.46 -3.40 -4.17
H 5.50 -1.48 1.83
H 6.75 -0.52 1.03
H 6.18 -2.02 0.28
H 4.47 0.86 -1.42
H 5.67 -0.41 -1.76
H 6.11 0.99 -0.76
C -5.54 4.98 1.71
C -5.11 4.46 0.33
C -5.13 5.52 -0.76
C -4.06 6.58 -0.53
C -2.73 5.92 -0.37
C -1.58 6.58 -0.74
C -0.34 5.96 -0.63
F 0.75 6.62 -1.03
C -0.22 4.69 -0.12
C -1.38 3.99 0.25
C -1.23 2.62 0.73
O -0.08 2.14 0.89
C -2.46 1.95 1.00
C -3.66 2.61 0.85
N -3.77 3.87 0.43
C -2.65 4.60 0.12
C -2.55 0.48 1.46
O -3.54 0.20 2.10
O -1.58 -0.26 1.17
H -6.53 5.43 1.64
H -4.84 5.71 2.09
H -5.60 4.15 2.42
H -5.79 3.65 0.03
H -6.12 5.98 -0.82
H -4.93 5.04 -1.72
H -4.28 7.18 0.36
H -4.03 7.26 -1.38
H -1.63 7.58 -1.13
H 0.74 4.20 -0.03
H -4.57 2.07 1.05
F -0.89 1.10 -1.89
*
```

Output
- Energy relative to the best compared isomer or geometry (same formula, charge and spin): 68.1 kcal/mol
- Expectation value of S²: 1.13
- HOMO-LUMO gap (spin up / spin down): 6.027 / 6.490 eV
- Molar mass: 666.6 g mol⁻¹
- Energy: -2561.81113 a.u.

***

[7]
Entry from the OMol25 dataset: a cluster of 2 separate species, CH4OS2 in total (wB97M-V/def2-TZVPD).

```
! wB97M-V def2-TZVPD RIJCOSX def2/J DEFGRID3
* xyz 0 1
C 0.30 0.34 1.48
O -0.06 -2.05 0.43
S -0.73 0.56 -1.84
S -0.28 -1.16 1.63
H 1.02 0.71 0.70
H 0.07 0.89 2.32
H -0.33 1.30 -2.96
H 0.01 -0.59 -1.76
*
```

Output
- Energy relative to the best compared isomer or geometry (same formula, charge and spin): 33.1 kcal/mol
- HOMO-LUMO gap: 9.266 eV
- Molar mass: 96.2 g mol⁻¹
- Energy: -912.03880 a.u.

***

What is the energy relative to the best compared isomer or geometry (same formula, charge and spin) in the first record? 0.3 kcal/mol

***

Repeat the sixth record exactly.
Entry from the OMol25 dataset: a structure of composition C22H35F2N5O6P2Ru (wB97M-V/def2-TZVPD).

```
! wB97M-V def2-TZVPD RIJCOSX def2/J DEFGRID3
* xyz 1 2
Ru 0.05 0.23 -0.28
C 1.86 0.03 2.48
N 2.90 -0.86 1.98
C 2.88 -2.17 2.60
P 3.26 -0.69 0.36
O 2.44 0.30 -0.36
O 3.07 -2.21 -0.29
P 1.62 -2.79 -0.76
O 0.51 -2.08 -0.09
N 1.71 -4.39 -0.37
C 2.89 -5.09 0.06
C 0.45 -5.07 -0.16
N 1.59 -2.66 -2.42
C 1.10 -1.41 -2.98
C 2.73 -3.22 -3.13
N 4.86 -0.37 0.20
C 5.88 -1.15 0.87
C 5.30 0.30 -1.01
H 1.99 0.14 3.56
H 0.85 -0.37 2.29
H 1.96 1.01 2.01
H 3.12 -2.06 3.66
H 3.61 -2.81 2.13
H 1.89 -2.63 2.52
H 3.77 -4.47 -0.11
H 3.00 -6.02 -0.51
H 2.83 -5.35 1.12
H -0.36 -4.44 -0.51
H 0.29 -5.29 0.90
H 0.44 -6.02 -0.71
H 0.12 -1.18 -2.55
H 0.97 -1.54 -4.06
H 1.78 -0.57 -2.81
H 2.99 -4.17 -2.66
H 3.60 -2.56 -3.11
H 2.46 -3.40 -4.17
H 5.50 -1.48 1.83
H 6.75 -0.52 1.03
H 6.18 -2.02 0.28
H 4.47 0.86 -1.42
H 5.67 -0.41 -1.76
H 6.11 0.99 -0.76
C -5.54 4.98 1.71
C -5.11 4.46 0.33
C -5.13 5.52 -0.76
C -4.06 6.58 -0.53
C -2.73 5.92 -0.37
C -1.58 6.58 -0.74
C -0.34 5.96 -0.63
F 0.75 6.62 -1.03
C -0.22 4.69 -0.12
C -1.38 3.99 0.25
C -1.23 2.62 0.73
O -0.08 2.14 0.89
C -2.46 1.95 1.00
C -3.66 2.61 0.85
N -3.77 3.87 0.43
C -2.65 4.60 0.12
C -2.55 0.48 1.46
O -3.54 0.20 2.10
O -1.58 -0.26 1.17
H -6.53 5.43 1.64
H -4.84 5.71 2.09
H -5.60 4.15 2.42
H -5.79 3.65 0.03
H -6.12 5.98 -0.82
H -4.93 5.04 -1.72
H -4.28 7.18 0.36
H -4.03 7.26 -1.38
H -1.63 7.58 -1.13
H 0.74 4.20 -0.03
H -4.57 2.07 1.05
F -0.89 1.10 -1.89
*
```

Output
- Energy relative to the best compared isomer or geometry (same formula, charge and spin): 68.1 kcal/mol
- Expectation value of S²: 1.13
- HOMO-LUMO gap (spin up / spin down): 6.027 / 6.490 eV
- Molar mass: 666.6 g mol⁻¹
- Energy: -2561.81113 a.u.